Formula: C22H42N2O7SiTl
Source: the Open Molecules 2025 dataset
Level of theory: ωB97M-V with the def2-TZVPD basis set

spin multiplicity = 1
total charge = +1
energy = -1961.44206 Eh

Last column: Mulliken charge in e.
CARTESIAN COORDINATES (ANGSTROEM)
Tl1 0.147 0.108 0.320  1.9594
C1 -0.886 -1.151 3.320  -0.8482
C2 -2.010 -0.173 3.073  -0.3966
O1 -1.500 0.856 2.241  0.0632
C3 -2.480 1.806 1.820  -0.7869
C4 -3.458 1.197 0.830  -0.9374
O2 -2.718 0.432 -0.104  0.2794
C5 -3.477 -0.533 -0.800  -0.9874
C6 -2.487 -1.521 -1.385  -0.5121
O3 -1.508 -1.893 -0.421  0.0943
C7 -1.982 -2.722 0.631  -0.6191
C8 -0.846 -2.895 1.614  -0.8347
O4 -0.355 -1.641 2.088  -0.1605
H1 -1.240 -1.981 3.935  0.4574
H2 -0.053 -0.670 3.832  0.1574
H3 -2.358 0.247 4.023  0.4826
H4 -2.855 -0.676 2.592  0.1792
H5 -1.914 2.605 1.351  0.0313
H6 -3.020 2.185 2.692  0.5729
H7 -4.010 2.001 0.334  0.4181
H8 -4.190 0.552 1.331  0.5262
H9 -4.072 -0.081 -1.601  0.3580
H10 -4.172 -1.029 -0.112  0.4127
H11 -1.930 -1.066 -2.203  0.0326
H12 -3.005 -2.404 -1.769  0.3964
H13 -2.277 -3.699 0.233  0.5691
H14 -2.851 -2.272 1.118  0.2713
H15 -0.006 -3.384 1.125  0.2720
H16 -1.166 -3.513 2.455  0.4798
C9 0.830 4.252 -1.555  -1.2186
Si1 -0.400 2.853 -1.453  0.8700
C10 -2.139 3.508 -1.669  -1.0885
C11 -0.056 1.612 -2.821  -0.8145
O5 -0.251 2.133 0.019  -1.2339
H17 0.660 4.878 -2.434  0.3651
H18 1.853 3.871 -1.612  0.2730
H19 0.756 4.890 -0.671  0.3336
H20 -2.219 4.107 -2.579  0.4875
H21 -2.437 4.147 -0.833  0.3217
H22 -2.858 2.689 -1.749  0.1497
H23 -0.188 2.076 -3.802  0.5991
H24 -0.747 0.763 -2.780  0.0454
H25 0.965 1.223 -2.778  0.1591
C12 0.945 -4.781 -2.493  -0.8801
N1 1.588 -3.481 -2.518  -0.0782
C13 0.957 -2.613 -3.498  -0.7354
C14 1.566 -2.874 -1.198  0.1421
C15 2.450 -1.656 -1.108  0.0015
C16 3.735 -1.724 -1.648  -0.5050
C17 4.594 -0.641 -1.601  -0.8461
C18 4.185 0.547 -1.012  -1.0010
C19 2.913 0.637 -0.470  -0.4853
C20 2.059 -0.464 -0.515  0.2840
H26 0.994 -5.236 -3.482  0.3566
H27 -0.118 -4.717 -2.200  0.2043
H28 1.458 -5.438 -1.790  0.3158
H29 1.028 -3.062 -4.488  0.4161
H30 1.457 -1.645 -3.524  0.2437
H31 -0.112 -2.447 -3.271  0.1213
H32 1.922 -3.619 -0.479  0.6992
H33 0.541 -2.600 -0.915  -0.3704
H34 4.036 -2.647 -2.126  0.4727
H35 5.584 -0.722 -2.031  0.4230
H36 4.846 1.403 -0.981  0.4651
H37 2.589 1.571 -0.030  0.4766
N2 1.818 3.647 3.378  -0.6400
C21 2.244 2.492 4.160  -0.5109
C22 1.995 1.198 3.398  0.4288
O6 2.323 0.111 3.773  -0.6086
O7 1.326 1.380 2.243  0.0822
H38 1.364 4.347 3.947  0.2144
H39 1.080 2.337 2.195  0.2283
H40 2.594 4.091 2.905  0.2048
H41 1.658 2.420 5.078  0.3331
H42 3.293 2.502 4.458  0.3684



Formula: C22H42NP3RuSSe
Source: the Open Molecules 2025 dataset
Level of theory: ωB97M-V with the def2-TZVPD basis set

spin multiplicity = 5
total charge = +4
energy = -4835.25772 Eh

Last column: Mulliken spin population.
CARTESIAN COORDINATES (ANGSTROEM)
Ru1 0.162 -0.189 -0.233  1.2916
P1 -1.199 -0.677 1.542  -0.0331
P2 1.258 -2.216 -0.527  -0.0327
P3 -1.474 -0.625 -1.757  -0.0538
H1 0.976 2.940 -0.736  -0.0030
C1 0.074 2.332 -0.884  -0.0177
C2 -0.605 1.880 0.362  0.2306
H2 -0.131 2.234 1.276  0.0250
C3 -0.659 -0.034 3.166  0.0080
C4 -1.400 -2.464 1.910  -0.0006
C5 -2.937 -0.071 1.535  -0.0026
C6 2.558 -2.259 -1.821  0.0506
C7 2.211 -2.709 0.965  0.0165
C8 0.334 -3.755 -0.941  -0.0047
C9 -2.667 0.735 -2.036  0.0115
C10 -2.634 -2.024 -1.501  0.0095
C11 -0.855 -0.927 -3.448  0.0220
H3 -0.593 2.799 -1.610  0.0088
H4 -1.692 2.026 0.360  0.0027
H5 -0.411 1.028 3.086  -0.0019
H6 0.230 -0.568 3.513  0.0006
H7 -1.457 -0.148 3.916  -0.0035
H8 -0.421 -2.948 2.002  -0.0027
H9 -1.970 -2.966 1.121  0.0027
H10 -1.939 -2.598 2.859  0.0000
H11 -2.971 1.000 1.313  -0.0009
H12 -3.377 -0.212 2.533  -0.0019
H13 -3.565 -0.595 0.810  0.0012
H14 3.055 -3.242 -1.825  0.0050
H15 3.304 -1.477 -1.635  -0.0005
H16 2.112 -2.080 -2.808  0.0037
H17 2.340 -3.799 0.981  -0.0028
H18 1.696 -2.401 1.884  -0.0038
H19 3.204 -2.243 0.930  -0.0007
H20 1.036 -4.601 -0.922  -0.0022
H21 -0.098 -3.689 -1.947  -0.0016
H22 -0.461 -3.949 -0.213  0.0021
H23 -3.369 0.407 -2.815  0.0008
H24 -2.158 1.642 -2.381  0.0000
H25 -3.234 0.959 -1.125  0.0001
H26 -3.313 -2.058 -2.365  0.0011
H27 -3.242 -1.891 -0.599  -0.0009
H28 -2.102 -2.979 -1.439  -0.0006
H29 -1.703 -0.861 -4.146  -0.0002
H30 -0.403 -1.923 -3.519  0.0024
H31 -0.096 -0.173 -3.716  0.0261
C12 2.148 2.387 -4.543  -0.0070
C13 1.581 3.598 -4.054  0.1260
C14 1.577 4.745 -4.838  0.2614
C15 2.118 4.727 -6.133  0.0579
C16 2.637 3.528 -6.646  0.2917
C17 2.628 2.369 -5.880  0.2532
Se1 2.307 0.936 -3.452  0.8518
H32 0.426 1.335 -1.298  0.0513
H33 1.176 3.609 -3.046  0.1412
H34 1.148 5.663 -4.433  -0.0037
H35 2.131 5.638 -6.738  0.0083
H36 3.048 3.501 -7.654  0.0029
H37 3.012 1.431 -6.272  -0.0013
S1 2.356 0.599 0.483  0.3847
C18 2.397 0.956 2.156  0.0151
N1 2.951 0.031 3.016  0.0192
C19 2.918 0.180 4.377  0.0028
C20 2.401 1.341 4.915  -0.0028
C21 1.966 2.370 4.063  0.0046
C22 1.990 2.179 2.690  -0.0065
H38 3.358 -0.809 2.616  0.0015
H39 3.313 -0.649 4.962  0.0001
H40 2.356 1.450 5.996  -0.0002
H41 1.611 3.309 4.479  0.0004
H42 1.698 2.950 1.987  -0.0031



Formula: C22H43BNNaO12
Source: the Open Molecules 2025 dataset
Level of theory: ωB97M-V with the def2-TZVPD basis set

spin multiplicity = 1
energy = -2009.00462 Eh

Last column: Mulliken charge in e.
CARTESIAN COORDINATES (ANGSTROEM)
Na1 -1.537 0.553 0.362  0.6532
O1 4.462 -0.128 5.762  -0.6413
C1 3.617 -0.894 5.264  0.6203
O2 2.445 -0.456 4.794  -0.5579
B1 1.558 -1.630 4.403  0.9505
O3 2.553 -2.772 4.500  -0.4884
C2 3.677 -2.413 5.118  0.5279
O4 4.574 -3.171 5.480  -0.6058
O5 0.990 -1.340 3.082  -0.2077
C3 -0.359 -1.378 3.170  0.6413
O6 -1.147 -1.224 2.268  -0.5949
C4 -0.674 -1.792 4.695  0.2531
O7 0.466 -1.774 5.344  -0.3845
O8 -1.722 -2.161 5.222  -0.6293
C5 -1.975 3.795 2.863  -1.3725
C6 -0.831 3.241 1.918  0.4610
C7 -0.171 2.059 2.651  -1.3441
O9 -1.209 2.904 0.694  -0.4485
H1 -1.616 4.482 3.630  0.3320
H2 -2.432 2.888 3.258  0.3393
H3 -2.768 4.328 2.340  0.3772
H4 -0.014 3.944 1.750  0.4741
H5 -0.999 1.437 2.992  0.2965
H6 0.434 2.390 3.495  0.5596
H7 0.368 1.375 1.997  0.1263
H8 -0.617 3.415 0.137  0.2212
C8 -5.073 1.324 -0.233  -1.0672
C9 -4.889 -0.150 0.371  0.3826
C10 -6.085 -1.139 0.132  -1.3392
O10 -3.780 -0.577 -0.393  -0.3625
H9 -5.809 1.796 0.417  0.4276
H10 -5.541 1.275 -1.217  0.3386
H11 -4.167 1.929 -0.230  0.1746
H12 -4.643 -0.187 1.432  0.2834
H13 -7.020 -0.581 0.183  0.3701
H14 -6.151 -1.959 0.848  0.3390
H15 -6.120 -1.615 -0.847  0.3394
H16 -3.975 -0.818 -1.301  0.2145
C11 -0.400 1.163 -4.182  -1.5241
C12 -1.122 1.627 -2.970  0.9662
C13 -2.423 2.293 -3.266  -1.5079
O11 -1.170 0.596 -2.062  -0.0094
H17 -1.035 0.456 -4.716  0.3277
H18 0.574 0.744 -3.928  0.1291
H19 -0.222 2.029 -4.820  0.5474
H20 -0.464 2.409 -2.590  0.0306
H21 -2.171 3.050 -4.009  0.4389
H22 -2.773 2.720 -2.326  0.2252
H23 -3.161 1.693 -3.799  0.3461
H24 -0.284 0.255 -1.919  -0.0269
C14 0.008 -2.275 -2.436  -2.0435
C15 1.478 -2.002 -1.846  1.8134
C16 2.373 -1.997 -3.135  -1.1486
C17 3.735 -1.250 -3.026  -0.8563
C18 3.528 0.085 -2.394  -1.1056
C19 2.812 0.030 -1.049  1.4075
N1 1.535 -0.714 -1.155  0.0221
O12 0.848 -0.769 -0.033  1.0826
C20 3.790 -0.691 -0.046  -1.6848
C21 2.608 1.500 -0.498  -1.7270
C22 1.935 -3.240 -1.041  -2.0029
H25 -0.763 -2.087 -1.688  0.3172
H26 -0.145 -3.298 -2.779  0.4969
H27 -0.376 -1.693 -3.273  0.2836
H28 2.816 -2.986 -3.258  0.2672
H29 1.833 -1.736 -4.045  0.4582
H30 4.072 -1.116 -4.054  0.4121
H31 4.448 -1.896 -2.512  0.4072
H32 2.956 0.690 -3.098  0.2407
H33 4.423 0.672 -2.187  0.5207
H34 3.911 -1.740 -0.316  0.3084
H35 4.701 -0.110 0.100  0.4641
H36 3.492 -0.765 1.000  0.2461
H37 2.492 1.617 0.579  0.4049
H38 3.240 2.270 -0.940  0.3884
H39 1.612 1.883 -0.722  0.0232
H40 1.681 -4.187 -1.517  0.5204
H41 1.464 -3.412 -0.073  0.4981
H42 2.983 -3.361 -0.766  0.3767
H43 1.340 -1.437 0.448  0.0065